No. 1
This record from the Open Molecules 2025 dataset describes a 2-piece molecular cluster, C4H9N2 overall at a distorted geometry. The level of theory is wB97M-V/def2-TZVPD.

Structure (XYZ):
```
15
Properties=species:S:1:pos:R:3:forces:R:3:nbo_charge:R:1
C 0.8211 -2.6381 0.2210 1.20 -0.32 -1.35 -0.06
N 1.5867 -2.0598 1.0663 -2.09 0.52 -0.30 -0.60
H 0.7361 -2.2376 -0.8313 0.29 -0.23 1.05 0.16
H 0.4190 -3.6650 0.3065 -0.38 0.64 0.53 0.17
H 1.4043 -2.4639 1.9850 0.85 -0.55 0.05 0.35
C 0.1223 1.7210 -0.4389 -0.95 0.49 -1.46 -0.09
C 0.0162 2.3618 -1.6131 1.16 0.02 0.77 -0.28
C -1.0770 0.1701 1.0302 -0.54 2.34 -0.51 0.12
N -1.0239 1.0429 0.0722 1.13 -1.90 -0.10 -0.39
H 1.0307 1.5872 0.0783 0.73 0.11 0.87 0.24
H -0.8630 2.2998 -2.2413 -0.12 0.32 0.11 0.22
H 0.8938 2.9535 -1.9612 -0.87 -0.74 0.11 0.26
H -2.0712 -0.1957 1.2471 0.22 -0.66 0.04 0.24
H -0.2290 0.1048 1.6789 0.35 -0.45 0.30 0.24
H -1.7664 1.0188 -0.5996 -0.97 0.41 -0.11 0.43
```
Forces are in eV/Å.

2S+1 ... 1
Energy above the lowest of the compared OMol25 structures with the same formula, charge and spin ... 337.2 kJ/mol
Molar mass ... 85.1 Da
Total charge ... +1

---

No. 2
This record from the Open Molecules 2025 dataset describes a 2-piece molecular cluster, C4H9N2 overall at a distorted geometry. The level of theory is wB97M-V/def2-TZVPD.

Structure (XYZ):
```
15
Properties=species:S:1:pos:R:3:forces:R:3:nbo_charge:R:1
C -0.3601 2.5181 -0.0811 2.70 -5.07 0.96 0.34
C 1.5031 -0.4633 0.7317 1.77 -1.16 2.37 -0.22
C 1.4615 -0.3666 -0.7208 3.46 0.84 -1.79 -0.23
C -1.9327 -0.9070 -0.0301 -1.05 -1.02 1.26 -0.85
N 0.2139 1.5156 0.0906 -2.52 5.82 -0.87 0.02
N 0.4718 0.3194 0.0725 1.03 -3.79 -0.08 -0.18
H -0.6863 3.4631 -0.0444 -1.11 3.26 -0.13 0.27
H -2.5246 -0.0540 0.2355 -1.06 0.28 -0.08 0.21
H 1.2001 -1.4154 1.2007 -0.65 0.65 -0.45 0.25
H 2.3297 -0.0734 1.3982 -1.08 0.47 -1.31 0.26
H 2.2955 0.1399 -1.3042 -1.15 0.50 1.40 0.24
H 1.3069 -1.1888 -1.3665 -1.70 -1.05 -0.10 0.25
H -1.2724 -0.9438 0.8293 0.51 -0.47 -0.32 0.20
H -2.5108 -1.8595 -0.0394 0.19 0.97 -0.18 0.24
H -1.4957 -0.6844 -0.9721 0.66 -0.24 -0.68 0.20
```
Forces are in eV/Å.

2S+1 ... 1
Energy above the lowest of the compared OMol25 structures with the same formula, charge and spin ... 624.9 kJ/mol
Molar mass ... 85.1 Da
Total charge ... +1

---

No. 3
This record from the Open Molecules 2025 dataset describes an isolated ion of composition C4H9N2 and charge +1 at a distorted geometry. The level of theory is wB97M-V/def2-TZVPD.

Structure (XYZ):
```
15
Properties=species:S:1:pos:R:3:forces:R:3:nbo_charge:R:1
C -1.0528 1.3757 -0.0703 -0.35 1.26 -0.07 -0.43
N -0.5181 0.0312 -0.0296 0.62 -0.41 0.12 -0.26
C -1.4934 -1.0396 -0.0499 -0.80 -0.90 -0.06 -0.42
C 0.7122 -0.2121 -0.0121 4.08 3.20 0.00 0.55
C 2.0505 -0.7520 -0.0409 0.27 -0.86 0.19 -0.28
N 2.1081 0.7208 -0.0538 -3.89 -1.86 -0.70 -0.53
H -1.3169 1.6268 -1.1008 0.02 -0.15 0.06 0.25
H -0.3207 2.1013 0.2806 -0.01 -0.21 -0.01 0.25
H -1.9564 1.4319 0.5375 0.14 -0.12 0.02 0.24
H -2.0909 -1.0007 0.8621 0.09 0.07 -0.03 0.24
H -1.0092 -2.0119 -0.1169 0.07 0.13 -0.02 0.24
H -2.1580 -0.9038 -0.9035 0.08 0.04 0.00 0.24
H 2.4004 -1.3153 0.8246 -0.13 0.04 0.00 0.25
H 2.3756 -1.2001 -0.9787 -0.07 -0.01 0.04 0.26
H 2.2696 1.1478 0.8515 -0.13 -0.22 0.46 0.38
```
Forces are in eV/Å.

2S+1 ... 1
Energy above the lowest of the compared OMol25 structures with the same formula, charge and spin ... 346.3 kJ/mol
Molar mass ... 85.1 Da
SMILES ... C[N+](C)=C1CN1
Total charge ... +1

---

No. 4
This record from the Open Molecules 2025 dataset describes a 2-piece molecular cluster, C4H9N2 overall at a distorted geometry. The level of theory is wB97M-V/def2-TZVPD.

Structure (XYZ):
```
15
Properties=species:S:1:pos:R:3:forces:R:3:nbo_charge:R:1
C 0.5165 1.9463 2.0471 0.29 -0.55 0.32 -0.09
C 0.6841 0.9979 1.3558 -0.63 0.36 -1.78 0.07
C 0.3134 -1.2118 1.2275 0.16 -1.78 2.99 -0.40
C 0.6254 -0.0108 -0.8007 1.33 -0.81 -0.35 0.11
N -1.2916 -0.0297 -2.0527 1.02 0.29 0.32 -1.01
N 0.5736 -0.0694 0.5117 0.79 2.59 -2.60 -0.36
H 0.4718 2.5367 2.8920 -0.09 1.38 0.93 0.26
H 0.4575 -2.0244 0.5207 0.01 -0.67 0.79 0.22
H 1.0375 -1.0912 2.1501 -1.50 -1.37 -1.70 0.25
H -0.7332 -1.0995 1.5773 0.52 -0.71 0.06 0.24
H 0.8524 -0.9908 -1.4047 -0.64 2.20 1.46 0.25
H -1.2581 -0.9618 -2.4987 -0.11 1.28 -0.15 0.41
H 0.9274 0.9847 -1.1682 -0.36 -0.82 -0.19 0.24
H -2.2185 0.2299 -1.7911 -0.81 -0.30 0.42 0.40
H -0.9583 0.7939 -2.5659 0.00 -1.09 -0.52 0.40
```
Forces are in eV/Å.

2S+1 ... 1
Energy above the lowest of the compared OMol25 structures with the same formula, charge and spin ... 450.0 kJ/mol
Molar mass ... 85.1 Da
Total charge ... +1

---

No. 5
This record from the Open Molecules 2025 dataset describes an isolated ion of composition C4H9N2 and charge +1 at a distorted geometry. The level of theory is wB97M-V/def2-TZVPD.

Structure (XYZ):
```
15
Properties=species:S:1:pos:R:3:forces:R:3:nbo_charge:R:1
C -1.5205 1.4542 -0.7480 3.01 -0.31 0.72 -0.63
C -0.7236 0.2052 -1.4074 -1.75 -1.06 -3.53 -0.34
N 0.3681 -0.8068 -0.9923 -1.56 2.02 0.94 0.12
N 0.7853 -0.7836 0.1647 -0.84 0.69 -1.16 0.01
C 0.8060 -0.2418 1.4972 0.56 -0.45 2.26 -0.29
C 1.6254 -1.4788 1.0414 1.71 0.29 1.47 -0.24
H -1.7634 1.1969 0.3141 -0.46 0.39 -1.07 0.23
H -2.3840 1.6498 -1.4488 0.99 -0.22 1.10 0.27
H -0.7686 2.3526 -0.6928 -1.69 -1.51 -0.27 0.24
H -0.3281 0.5636 -2.4560 -0.43 -0.79 2.01 0.27
H -1.5945 -0.5587 -1.8018 2.27 1.42 1.09 0.28
H 0.0538 -0.2719 2.3129 -0.54 -1.02 -1.43 0.28
H 1.3186 0.6527 1.8344 0.69 0.34 -1.45 0.27
H 2.7381 -1.4722 1.0084 -0.86 0.84 -0.64 0.27
H 1.3875 -2.4612 1.3739 -1.10 -0.63 -0.01 0.26
```
Forces are in eV/Å.

2S+1 ... 1
Energy above the lowest of the compared OMol25 structures with the same formula, charge and spin ... 549.1 kJ/mol
Molar mass ... 85.1 Da
SMILES ... CCN=[N+]1CC1
Total charge ... +1

---

No. 6
This record from the Open Molecules 2025 dataset describes an isolated ion of composition C4H9N2 and charge +1 at a distorted geometry. The level of theory is wB97M-V/def2-TZVPD.

Structure (XYZ):
```
15
Properties=species:S:1:pos:R:3:forces:R:3:nbo_charge:R:1
C -1.5663 -0.4248 -1.0886 -1.57 -0.38 -0.75 -0.50
N -0.9965 0.4082 -0.0992 1.07 0.02 -0.30 -0.13
C 0.1667 1.0446 -0.4704 3.83 2.44 0.44 0.10
C 1.2394 0.0053 -0.7751 0.78 0.32 -0.38 -0.21
N 0.4980 -0.0318 0.4565 -3.65 0.06 -1.46 -0.10
C 0.5405 -0.0199 1.8819 1.42 -3.79 0.91 -0.44
H -2.0241 -1.2446 -0.6807 -0.77 -2.34 1.89 0.24
H -2.5071 -0.0338 -1.4856 0.41 1.21 -0.08 0.28
H -1.0274 -0.8474 -1.8899 1.36 0.28 -1.01 0.21
H 0.5609 2.1050 -0.3273 -1.38 -1.35 0.14 0.26
H 1.2070 -0.7164 -1.5896 -0.53 -0.37 0.58 0.25
H 2.2802 0.2813 -0.5145 -0.60 0.31 -0.50 0.25
H 0.0736 -0.9892 2.2444 -0.12 1.22 -0.51 0.25
H 1.6036 -0.3492 2.1179 -0.90 1.82 0.37 0.27
H -0.0483 0.8128 2.2201 0.64 0.54 0.65 0.26
```
Forces are in eV/Å.

2S+1 ... 1
Energy above the lowest of the compared OMol25 structures with the same formula, charge and spin ... 589.6 kJ/mol
Molar mass ... 85.1 Da
SMILES ... CN1[C@@H]2C[N@@+]21C
Total charge ... +1

---

No. 7
This record from the Open Molecules 2025 dataset describes an isolated ion of composition C4H9N2O and charge +1 at a distorted geometry. The level of theory is wB97M-V/def2-TZVPD.

Structure (XYZ):
```
16
Properties=species:S:1:pos:R:3:forces:R:3:nbo_charge:R:1
C -2.8091 0.3401 -0.0687 1.09 1.30 -2.81 -0.70
C -1.3991 -0.0375 0.0209 2.84 -2.07 -0.69 0.69
N -0.3466 0.6803 0.0934 3.36 3.56 0.51 -0.53
C 1.0387 -0.1188 0.3117 -1.29 -1.11 -3.49 0.13
C 2.6694 0.1800 -0.0583 -0.81 0.37 -0.44 -0.64
N 0.4154 -1.4936 -0.0942 1.68 1.62 1.02 -0.31
O -0.9946 -1.3476 -0.0691 -1.74 1.18 0.00 -0.30
H -2.9048 1.2835 -0.7926 0.19 -2.42 1.00 0.29
H -3.1226 0.7728 0.8254 -0.88 0.04 1.85 0.28
H -3.2481 -0.5897 -0.4041 -1.11 0.33 0.01 0.28
H -0.2925 1.7349 0.2330 -0.61 -2.00 -0.41 0.45
H 1.1487 -0.0354 1.3206 -0.22 -0.48 2.92 0.18
H 2.9941 -0.8875 -0.1088 0.12 0.83 0.60 0.25
H 3.1059 0.7807 0.8549 -0.91 -1.47 -1.92 0.26
H 3.0805 0.6205 -1.0515 -1.49 -0.45 1.62 0.26
H 0.6647 -1.8828 -1.0128 -0.23 0.75 0.22 0.39
```
Forces are in eV/Å.

2S+1 ... 1
Energy above the lowest of the compared OMol25 structures with the same formula, charge and spin ... 464.4 kJ/mol
Molar mass ... 101.1 Da
SMILES ... CC1=[NH+][C@H](C)NO1
Total charge ... +1

---

No. 8
This record from the Open Molecules 2025 dataset describes an isolated ion of composition C4H9N2O and charge +1 at a distorted geometry. The level of theory is wB97M-V/def2-TZVPD.

Structure (XYZ):
```
16
Properties=species:S:1:pos:R:3:forces:R:3:nbo_charge:R:1
C -2.5916 -0.5866 0.0041 -1.06 -2.18 -2.44 -0.66
C -1.4684 0.0870 0.4807 2.46 2.21 -0.58 -0.07
C -0.4240 0.4840 -0.2502 -0.68 -1.68 0.99 -0.14
N 0.6929 1.1957 0.3834 -0.87 -1.51 -1.07 -0.50
C 1.9752 0.9102 0.2982 -2.88 0.37 -1.37 0.34
N 2.4267 -0.2036 -0.1833 3.27 -2.07 -1.43 -0.25
O 1.5784 -1.3005 -0.4756 1.69 -1.10 0.01 -0.51
H -3.4662 -0.0491 0.2305 -1.33 0.90 -0.29 0.25
H -2.7366 -1.4724 0.5429 -0.13 -1.53 1.25 0.25
H -2.5136 -0.9765 -1.0214 -0.27 0.72 0.00 0.22
H -1.6094 0.3952 1.4560 0.36 0.78 2.23 0.20
H -0.4164 -0.0605 -1.2091 1.10 1.21 0.09 0.24
H 0.5490 2.1637 0.5188 -0.53 0.95 0.52 0.42
H 2.4646 1.8429 0.4005 2.15 -0.05 0.30 0.25
H 3.3879 -0.2520 -0.6701 -2.02 0.22 1.39 0.44
H 2.1514 -2.1776 -0.5053 -1.24 2.75 0.38 0.52
```
Forces are in eV/Å.

2S+1 ... 1
Energy above the lowest of the compared OMol25 structures with the same formula, charge and spin ... 447.4 kJ/mol
Molar mass ... 101.1 Da
SMILES ... C/C=C/N/C=[NH+]\O
Total charge ... +1

---

- Look up the molar mass of the sixth one.
  85.1 Da

---

- Look up the molar mass of the third one.
  85.1 Da